Molecular formula: C4H6N2O2
Method: DFT, ωB97M-V with the def2-TZVPD basis set

Structure (XYZ):
```
14
Properties=species:S:1:pos:R:3:lowdin_charge:R:1
O 3.5997 -0.8404 0.3199 -0.15
C 2.5857 0.0729 -0.0589 -0.13
N 1.3194 -0.1997 -0.6017 -0.02
N 0.3717 0.5509 0.0129 -0.08
C -1.0559 1.0982 -0.4555 -0.10
C -1.0051 0.2319 0.7237 -0.21
C -1.6996 -1.1630 0.3794 -0.14
O -0.9682 -1.7363 -0.4132 0.00
H 2.6867 0.9391 0.4711 0.08
H 0.8580 -1.0437 -1.1360 0.19
H -1.5136 0.5791 -1.4319 0.14
H -1.3652 2.2823 -0.1989 0.16
H -1.1120 0.7795 1.6538 0.12
H -2.7015 -1.5508 0.7355 0.14
```

## Properties
Highest occupied orbital energy = -9.22 eV
E = -415.77679 a.u.
Frontier orbital gap = 0.3393 Eh

---

Molecular formula: C4H6N2O2
Method: DFT, ωB97M-V with the def2-TZVPD basis set

Structure (XYZ):
```
14
Properties=species:S:1:pos:R:3:lowdin_charge:R:1
C 1.0967 1.7090 0.0630 -0.04
C 0.1490 0.4913 -0.1786 -0.25
C -2.0993 -0.0602 0.0873 -0.53
C 0.0991 -0.7663 -0.3041 -0.33
H 1.1742 2.0957 1.1232 0.06
H 2.3851 1.5107 -0.4202 0.16
H 0.5420 2.5282 -0.8160 0.16
H -1.7030 -2.0377 -0.2154 0.13
H 1.8731 -1.5177 -0.5248 0.15
H 1.3207 -2.1414 1.1353 0.12
N -1.3037 -1.1433 -0.2544 0.18
N 0.9989 -1.7640 0.1856 0.03
O -1.2189 0.9269 0.0344 0.08
O -3.3140 0.1687 0.0846 0.07
```

## Properties
Highest occupied orbital energy = -8.75 eV
E = -415.87981 a.u.
Frontier orbital gap = 0.3350 Eh

---

Molecular formula: C4H6N2O2
Method: DFT, ωB97M-V with the def2-TZVPD basis set

Structure (XYZ):
```
14
Properties=species:S:1:pos:R:3:lowdin_charge:R:1
H -3.0244 -0.1352 1.2696 0.08
N -2.0939 0.2730 1.0570 0.08
N -1.1678 -0.4141 1.4190 0.02
C 0.3502 -0.6630 1.2328 -0.33
O 1.2730 -0.5119 1.9728 0.14
C 0.2800 -0.8878 -0.2621 -0.33
O 0.0829 -2.1756 -0.6489 0.05
C 0.4820 0.1143 -1.1247 -0.08
C 0.6499 1.5487 -0.7590 -0.09
H 0.4436 -2.7749 0.0203 0.12
H 0.6432 -0.1594 -2.1607 0.12
H 0.2543 1.7821 0.2232 0.07
H 0.1146 2.1896 -1.4774 0.08
H 1.7125 1.8144 -0.7620 0.08
```

## Properties
Highest occupied orbital energy = -8.46 eV
E = -415.87343 a.u.
Frontier orbital gap = 0.3163 Eh

---

Molecular formula: C4H6N2O2
Method: DFT, ωB97M-V with the def2-TZVPD basis set

Structure (XYZ):
```
14
Properties=species:S:1:pos:R:3:lowdin_charge:R:1
C 0.4124 -0.8083 1.1207 0.00
C 0.6498 -0.5262 -0.4907 -0.33
O 1.3628 0.5647 -0.9433 0.03
C 0.7031 1.6227 -0.3948 -0.16
N -0.5446 1.8757 0.1367 0.08
N -1.7291 0.8991 0.1370 0.03
C -1.7060 -0.1530 -0.6753 -0.25
O -0.6408 -0.6643 -1.2314 -0.01
H 0.4870 -1.8757 1.0754 0.06
H -0.4765 -0.3516 1.6030 0.08
H 1.4343 -0.4836 1.3148 0.08
H 1.1724 -1.6590 -0.6756 0.21
H 1.3914 2.3345 -0.2779 0.08
H -2.5162 -0.7751 -0.6985 0.10
```

## Properties
Highest occupied orbital energy = -9.64 eV
E = -415.83779 a.u.
Frontier orbital gap = 0.3753 Eh

---

Energy above the lowest of the compared OMol25 structures with the same formula, charge and spin values (in eV) by entry order: 7.179 4.376 4.549 5.519.